1.
The following is a DFT calculation (ωB97M-V/def2-TZVPD) of a single C6H6O molecule at a distorted geometry.

The geometry in XYZ format:
```
13
Properties=species:S:1:pos:R:3:forces:R:3:mulliken_charge:R:1
O 0.206 0.246 1.973 0.1 1.1 0.9 -0.50
C 0.671 -1.019 0.033 0.0 -0.5 -0.5 -0.37
C -0.631 -0.894 -0.743 0.2 0.0 -0.2 -0.48
C -1.247 0.440 -0.727 -0.1 0.5 0.0 -0.59
C -1.729 1.545 -0.702 0.2 -0.5 0.0 0.22
C 1.056 -0.024 0.940 -0.4 -0.1 0.4 0.38
C 2.096 0.558 0.434 -0.5 -0.9 -0.5 -0.67
H -0.483 0.797 1.576 -0.2 0.1 0.2 0.35
H 1.010 -2.043 0.168 0.5 0.3 -0.3 0.34
H -1.371 -1.622 -0.359 0.4 0.2 0.0 0.25
H -0.437 -1.198 -1.774 -0.2 0.1 -0.1 0.31
H -2.149 2.528 -0.709 0.1 -0.2 0.0 0.39
H 3.009 0.686 -0.110 -0.1 0.0 0.1 0.37
```
Positions in Å, forces in eV/Å.

Properties
Max |F| (eV/A): 1.384
Gap between HOMO and LUMO (spin up / spin down) (eV): 8.546 / 8.598

---

2.
The following is a DFT calculation (ωB97M-V/def2-TZVPD) of a 2-piece molecular cluster, C4H13N2 overall at a distorted geometry.

The geometry in XYZ format:
```
19
Properties=species:S:1:pos:R:3:forces:R:3:mulliken_charge:R:1
C 2.560 0.055 -0.183 -0.9 -1.2 -0.9 -0.96
C 1.183 0.821 -0.150 -2.9 0.6 2.3 -0.24
C -0.109 0.032 -0.600 6.4 -2.3 -0.2 -0.25
C -0.250 -1.363 0.099 -0.5 1.1 -0.5 -0.48
N -0.724 -1.248 1.480 0.8 4.0 1.2 -0.55
N -2.770 0.953 -0.311 0.3 -0.1 -1.0 -0.59
H 2.288 -0.982 0.111 1.0 0.8 0.4 0.24
H 3.333 0.568 0.412 -0.7 -0.3 0.0 0.36
H 2.906 -0.052 -1.191 0.3 0.2 -0.7 0.33
H 1.173 1.899 -0.420 0.2 -0.9 -0.4 0.43
H 1.104 0.799 0.970 -0.3 0.5 -0.6 0.15
H -0.291 0.122 -1.680 -1.3 0.5 0.5 0.48
H -1.005 -1.915 -0.448 0.2 -0.4 -0.2 0.34
H 0.731 -1.962 0.113 -1.1 1.2 -0.5 0.32
H -0.544 -0.188 1.863 -0.1 -3.4 -0.9 0.28
H -3.307 1.814 -0.076 1.2 -0.6 0.1 0.29
H -1.717 -1.211 1.400 -1.0 -0.3 0.3 0.35
H -1.741 0.970 -0.040 -1.6 0.7 0.0 0.22
H -2.821 0.888 -1.349 0.1 0.0 1.0 0.28
```
Positions in Å, forces in eV/Å.

Properties
Net charge: +1
Max |F| (eV/A): 6.836
Gap between HOMO and LUMO (eV): 6.716

---

3.
The following is a DFT calculation (ωB97M-V/def2-TZVPD) of a 2-piece molecular cluster, C9H14 overall at a distorted geometry.

The geometry in XYZ format:
```
23
Properties=species:S:1:pos:R:3:forces:R:3:mulliken_charge:R:1
C -0.236 1.969 1.097 -0.2 1.4 3.7 -1.48
C 0.416 0.640 1.046 0.3 -0.8 -1.8 0.75
C 1.493 0.457 0.185 1.0 0.9 0.1 -0.20
C 2.201 -0.738 0.101 -0.1 0.5 -0.4 -0.55
C 1.735 -1.812 0.829 0.6 -1.3 0.3 -0.27
C 0.649 -1.694 1.679 -0.9 0.4 0.3 -0.61
C -0.028 -0.494 1.715 -0.4 1.4 0.7 -0.32
H 0.309 2.627 1.840 0.6 -0.4 -1.1 0.35
H -1.080 1.948 1.828 -0.5 -0.3 -1.4 0.36
H -0.378 2.604 0.229 -0.2 -0.6 -0.3 0.32
H 1.868 1.363 -0.303 0.0 -0.4 -0.2 0.34
H 3.118 -0.819 -0.514 -0.8 0.0 0.4 0.35
H 2.266 -2.757 0.749 -0.1 0.1 0.1 0.36
H 0.218 -2.427 2.366 0.7 -0.4 -0.6 0.33
H -0.888 -0.313 2.357 0.0 -0.5 0.1 0.28
C -2.563 -0.294 -2.742 -0.4 0.4 -1.7 -0.89
C -2.130 1.182 -2.613 0.1 -1.5 2.8 -0.67
H -1.756 -1.011 -2.556 -0.3 0.2 0.0 0.27
H -3.473 -0.553 -2.221 0.0 0.0 0.8 0.28
H -2.922 -0.380 -3.774 0.5 -0.6 -0.2 0.28
H -2.568 1.820 -3.339 0.0 0.5 -0.7 0.40
H -1.038 1.184 -2.539 -0.2 0.6 -0.5 0.17
H -2.495 1.480 -1.607 0.3 0.4 -0.5 0.15
```
Positions in Å, forces in eV/Å.

Properties
Max |F| (eV/A): 3.987
Gap between HOMO and LUMO (eV): 9.999
Structure (SMILES): Cc1ccccc1.CC